[1]
Formula: C21H36N6O9
Source: OMol25
Level of theory: ωB97M-V with the def2-TZVPD basis set

For the energy relative to the best compared isomer or geometry (same formula, charge and spin), the calculation gives 0.8078 eV. Its spin multiplicity is 1. Its SMILES is COC(=O)OC.COC(=O)OC.COC(=O)OC.CC#N.CC#N.CC#N.CC#N.CC#N.CC#N. For the LUMO energy, the calculation gives 0.0052 Eh. As for the molar mass: 516.6 g/mol.

Last column: Löwdin charge in e.
CARTESIAN COORDINATES (ANGSTROEM)
C 1.367 -1.923 -4.876  -0.007
O 2.732 -1.986 -4.398  -0.022
C 3.789 -1.550 -5.074  -0.558
O 3.893 -1.340 -6.277  0.111
O 4.779 -1.593 -4.115  -0.023
C 6.092 -1.159 -4.460  -0.057
H 1.300 -1.004 -5.458  0.099
H 0.669 -1.930 -4.039  0.074
H 1.090 -2.829 -5.415  0.094
H 6.889 -1.887 -4.309  0.093
H 6.275 -0.317 -3.793  0.086
H 6.208 -0.656 -5.420  0.091
C -5.114 3.330 6.333  -0.052
O -5.492 3.023 5.002  -0.005
C -4.633 2.417 4.154  -0.553
O -3.532 1.927 4.501  0.069
O -5.086 2.459 2.911  0.001
C -4.756 1.373 2.006  -0.021
H -5.816 4.104 6.642  0.094
H -4.101 3.713 6.450  0.097
H -5.198 2.500 7.035  0.095
H -4.801 1.727 0.976  0.076
H -5.627 0.718 1.973  0.093
H -3.846 0.828 2.253  0.072
C 2.919 1.952 1.324  -0.037
O 2.666 1.485 0.010  -0.017
C 3.025 2.137 -1.072  -0.573
O 3.645 3.184 -1.138  0.124
O 2.484 1.492 -2.143  -0.044
C 2.770 2.012 -3.409  -0.050
H 3.824 1.557 1.785  0.099
H 2.057 1.548 1.856  0.085
H 2.900 3.037 1.425  0.073
H 3.852 2.123 -3.485  0.095
H 2.337 3.012 -3.394  0.103
H 2.500 1.385 -4.259  0.093
C -2.596 -2.221 2.871  -0.083
C -1.352 -1.556 3.157  -0.285
N -0.372 -1.030 3.424  0.156
H -3.411 -1.900 3.519  0.083
H -2.609 -3.305 2.979  0.081
H -2.885 -1.985 1.847  0.049
C -1.089 2.551 1.378  -0.042
C 0.015 3.514 1.791  -0.262
N 0.841 4.218 2.108  0.137
H -1.893 3.238 1.640  0.074
H -1.069 1.648 1.987  0.064
H -1.030 2.392 0.301  0.060
C 0.792 -5.769 -0.181  -0.038
C 0.491 -4.295 -0.248  -0.245
N 0.283 -3.209 -0.298  0.183
H 0.616 -6.120 -1.198  0.078
H 0.186 -6.329 0.531  0.081
H 1.859 -5.905 -0.006  0.078
C 2.512 -2.404 2.015  -0.105
C 3.166 -1.982 3.222  -0.300
N 3.654 -1.589 4.175  0.134
H 2.190 -1.586 1.371  0.061
H 1.689 -3.087 2.225  0.062
H 3.162 -3.051 1.426  0.078
C -4.321 1.165 -2.269  -0.080
C -3.160 0.741 -2.995  -0.293
N -2.189 0.471 -3.558  0.142
H -3.887 1.542 -1.342  0.056
H -5.030 0.393 -1.970  0.088
H -4.925 1.897 -2.803  0.089
C 0.186 -0.236 -1.103  -0.073
C -1.138 -0.295 -0.464  -0.270
N -2.176 -0.266 0.069  0.154
H 0.220 -0.814 -2.027  0.063
H 0.970 -0.546 -0.413  0.058
H 0.239 0.841 -1.261  0.069

***

[2]
Formula: C7H13NO
Source: OMol25
Level of theory: ωB97M-V with the def2-TZVPD basis set

For the energy relative to the best compared isomer or geometry (same formula, charge and spin), the calculation gives 3.4369 eV. Its spin multiplicity is 1. For the LUMO energy, the calculation gives 0.0224 Eh. As for the molar mass: 127.2 g/mol.

Last column: natural (NBO) charge in e.
CARTESIAN COORDINATES (ANGSTROEM)
C 0.208 -0.934 -1.360  -0.577
C 0.884 1.973 1.552  -0.618
C -1.817 0.907 -0.469  -0.682
C 0.911 -2.196 -0.897  -0.630
C 1.370 0.482 -0.486  0.669
C 0.583 0.941 0.499  -0.468
C -0.709 0.267 0.325  0.506
N -1.100 -0.589 1.280  -0.763
O 2.450 0.447 -1.000  -0.596
H -0.400 -0.978 1.893  0.410
H -1.993 -1.057 1.241  0.394
H -0.862 -1.122 -1.467  0.190
H 0.555 -0.573 -2.328  0.221
H 1.919 2.301 1.452  0.237
H 0.248 2.862 1.467  0.200
H 0.763 1.583 2.569  0.201
H -2.213 1.738 0.126  0.236
H -1.425 1.313 -1.397  0.249
H -2.639 0.222 -0.689  0.211
H 0.667 -3.056 -1.530  0.205
H 0.609 -2.462 0.124  0.181
H 1.994 -2.071 -0.905  0.224

***

[3]
Formula: C2H9NO
Source: OMol25
Level of theory: ωB97M-V with the def2-TZVPD basis set

For the energy relative to the best compared isomer or geometry (same formula, charge and spin), the calculation gives 2.3936 eV. Its spin multiplicity is 1. Its SMILES is [H][H].C1CO1.N. For the LUMO energy, the calculation gives 0.0287 Eh. As for the molar mass: 63.1 g/mol.

Last column: natural (NBO) charge in e.
CARTESIAN COORDINATES (ANGSTROEM)
N -1.600 3.502 -0.360  -1.071
H -1.327 2.694 -0.903  0.355
H 3.405 5.366 0.279  0.002
H -0.934 4.248 -0.496  0.360
H -1.570 3.212 0.609  0.356
C 0.508 -2.186 -0.611  -0.118
O 1.014 -1.622 0.607  -0.494
C -0.395 -1.758 0.442  -0.115
H 0.684 -1.546 -1.472  0.182
H 0.736 -3.232 -0.756  0.183
H -0.923 -0.825 0.302  0.176
H -0.858 -2.466 1.111  0.185
H 3.007 4.755 0.160  -0.002

***

[4]
Formula: C4H6LiO2Tm
Source: OMol25
Level of theory: ωB97M-V with the def2-TZVPD basis set

For the energy relative to the best compared isomer or geometry (same formula, charge and spin), the calculation gives 0.3810 eV. Its spin multiplicity is 3. For the LUMO energy (alpha / beta), the calculation gives -0.2933 / -0.3386 Eh. Its charge is +2. As for the molar mass: 262.0 g/mol.

Last column: Mulliken spin population.
CARTESIAN COORDINATES (ANGSTROEM)
O -0.195 -2.691 1.691  -0.262
C -1.316 -1.886 1.845  0.261
C -1.156 -0.651 2.394  -0.023
Tm 3.124 1.658 -1.141  1.836
Li 0.559 2.155 -3.612  0.250
H -0.166 -0.296 2.727  0.023
H -2.019 -0.043 2.673  0.001
C 0.233 -0.006 -1.212  0.019
C -0.577 0.954 -0.756  -0.052
O 1.558 -0.071 -0.816  -0.068
H -0.095 -0.855 -1.812  0.014
H -1.618 0.952 -1.080  0.000
H -0.219 1.760 -0.112  -0.014
H 1.887 -0.978 -0.789  0.015

***

[5]
Formula: C10H18N2O5
Source: OMol25
Level of theory: ωB97M-V with the def2-TZVPD basis set

For the energy relative to the best compared isomer or geometry (same formula, charge and spin), the calculation gives 0.6668 eV. Its spin multiplicity is 1. Its SMILES is CC(C)[C@H](NC(=O)[C@@H](N)CCC(=O)O)C(=O)O. For the LUMO energy, the calculation gives 0.0216 Eh. As for the molar mass: 246.3 g/mol.

Last column: natural (NBO) charge in e.
CARTESIAN COORDINATES (ANGSTROEM)
C -1.238 -0.619 -1.753  -0.148
C -0.545 -1.654 -0.874  0.693
C -1.860 0.485 -0.849  -0.415
C -2.877 -0.051 0.190  -0.553
C -2.869 0.756 1.424  0.803
C 1.494 -0.131 -0.470  -0.157
C 2.858 -0.401 -1.009  0.792
C 1.512 0.686 0.832  -0.205
C 2.088 2.061 0.614  -0.626
C 2.323 -0.043 1.958  -0.627
H -2.554 -2.055 -1.994  0.378
H -3.042 -0.724 -2.806  0.355
H -0.493 -0.136 -2.406  0.200
H -1.126 1.100 -0.309  0.233
H -2.301 1.241 -1.535  0.217
H -2.719 -1.080 0.565  0.270
H -3.905 -0.133 -0.207  0.247
H -3.956 1.094 2.952  0.496
H 1.080 -2.126 0.131  0.418
H 0.986 0.553 -1.190  0.239
H 0.452 0.735 1.150  0.239
H 3.119 2.127 0.237  0.225
H 2.055 2.665 1.533  0.221
H 1.468 2.612 -0.131  0.206
H 2.273 0.444 2.945  0.222
H 1.908 -1.059 2.062  0.207
H 3.414 -0.100 1.806  0.208
H 4.241 -1.678 -0.978  0.499
N -2.221 -1.292 -2.609  -0.822
N 0.678 -1.318 -0.339  -0.628
O -1.086 -2.701 -0.627  -0.620
O -1.963 1.422 1.883  -0.609
O -4.047 0.633 2.104  -0.689
O 3.542 0.348 -1.609  -0.566
O 3.311 -1.661 -0.692  -0.703

***

[6]
Formula: C6H8Cl2NO2P
Source: OMol25
Level of theory: ωB97M-V with the def2-TZVPD basis set

For the energy relative to the best compared isomer or geometry (same formula, charge and spin), the calculation gives 4.0290 eV. Its spin multiplicity is 1. Its SMILES is CCOC(=O)C(C)=P(Cl)(Cl)C#N. For the LUMO energy (alpha / beta), the calculation gives -0.0736 / -0.0702 Eh. As for the molar mass: 228.0 g/mol.

Last column: natural (NBO) charge in e.
CARTESIAN COORDINATES (ANGSTROEM)
C -4.011 0.188 0.395  -0.067
C 0.816 -0.838 0.013  0.659
C 1.828 2.549 0.228  -0.607
C -0.615 -2.913 -0.129  -0.714
C 1.978 1.172 -0.432  -0.075
C -0.419 -1.516 0.401  -0.136
N -5.127 0.317 0.586  -0.332
O 1.843 -1.424 0.207  -0.547
O 0.779 0.542 -0.213  -0.526
P -2.116 -0.360 0.282  1.002
Cl -1.504 1.252 1.256  -0.197
Cl -1.922 0.299 -1.537  -0.196
H 2.225 2.514 1.192  0.207
H 2.475 3.145 -0.306  0.210
H 0.752 3.010 0.218  0.211
H -0.097 -3.676 0.523  0.266
H -1.679 -3.171 -0.172  0.229
H -0.198 -2.971 -1.216  0.236
H 2.856 0.848 0.157  0.195
H 2.137 1.035 -1.453  0.181